This record from OMol25 describes C21H25ClN2O6S in the gas phase. The level of theory is ωB97M-V/def2-TZVPD.

Last column: natural (NBO) charge in e.
Positions of all 56 atoms, in Å:
C 1.42510 -4.24902 -3.34251  -0.5945
C 2.69163 -4.20908 -2.48406  -0.4157
C 2.37503 -4.52805 -1.04854  -0.0036
C 2.62007 -5.79828 -0.54919  -0.2220
C 2.28170 -6.12325 0.75195  -0.1878
C 1.70279 -5.17403 1.57105  -0.2399
C 1.44921 -3.88691 1.11157  0.1004
C 0.83266 -2.87417 2.02183  -0.6617
C 1.78027 -3.58227 -0.20916  0.0822
N 1.54384 -2.27476 -0.71928  -0.6150
C 0.34241 -1.68284 -0.79707  0.6904
O -0.70475 -2.16047 -0.41514  -0.6430
C 0.38810 -0.28692 -1.44697  -0.1824
O -0.85614 0.35290 -1.23743  -0.4936
C -1.14961 0.61651 0.03726  0.8228
O -0.35508 0.51129 0.94143  -0.6303
C -2.58946 1.04512 0.21294  -0.2068
N -2.73231 1.94484 1.32769  -0.8383
S -2.36823 3.54201 0.99577  2.3228
O -2.47080 4.25097 2.23304  -0.9276
O -3.16852 3.94037 -0.11967  -0.9346
C -0.65105 3.48916 0.47711  -0.3638
C 0.33915 3.41247 1.43712  -0.1044
C 1.65393 3.22958 1.04754  -0.2422
C 1.94669 3.12389 -0.30553  -0.0281
Cl 3.57727 2.84349 -0.79981  0.0151
C 0.95587 3.23046 -1.27180  -0.2356
C -0.35679 3.41139 -0.87007  -0.1844
C -3.48655 -0.23334 0.38436  0.1272
C -3.18259 -0.95373 1.69496  -0.6566
O -3.36690 -1.07016 -0.72318  -0.7235
H 0.68004 -3.54836 -2.97308  0.2037
H 0.99066 -5.24520 -3.31705  0.2139
H 1.65777 -3.99880 -4.37497  0.2095
H 3.40204 -4.94479 -2.86494  0.2163
H 3.16095 -3.22499 -2.57011  0.1914
H 3.07382 -6.53922 -1.19062  0.2114
H 2.47262 -7.11737 1.12679  0.2153
H 1.44524 -5.42621 2.58888  0.2120
H -0.23948 -2.82053 1.83301  0.2419
H 0.98601 -3.15245 3.06128  0.2161
H 1.24253 -1.87994 1.85327  0.2245
H 2.32780 -1.82502 -1.17055  0.4039
H 1.19997 0.30782 -1.01310  0.2169
H 0.50631 -0.37041 -2.52884  0.2231
H -2.92854 1.57123 -0.68263  0.2569
H -2.23916 1.62876 2.15137  0.4115
H 0.06801 3.49461 2.47737  0.2364
H 2.44214 3.15454 1.77966  0.2354
H 1.20857 3.16146 -2.31832  0.2334
H -1.15808 3.49526 -1.58698  0.2523
H -4.52428 0.11784 0.38699  0.1912
H -3.76253 -1.87296 1.73256  0.2304
H -2.12625 -1.20659 1.75427  0.2167
H -3.45305 -0.33234 2.54312  0.2130
H -2.51607 -1.54401 -0.67712  0.4975

Atomic forces in eV per Å
0.193 0.044 -0.024
-0.219 -0.023 -0.029
0.069 0.046 0.015
0.006 0.052 0.025
-0.018 -0.038 0.003
0.005 0.002 -0.070
0.026 0.039 -0.040
-0.122 0.003 0.041
-0.003 -0.383 0.117
0.428 -0.153 -0.008
0.055 0.709 -0.394
-0.171 -0.345 0.039
-0.019 -0.087 0.302
-0.039 -0.125 -0.417
0.216 0.077 0.366
-0.130 -0.137 -0.149
-0.279 -0.429 -0.532
-0.072 0.795 -0.017
0.020 -0.091 0.302
0.291 -0.212 0.125
0.153 -0.204 -0.259
-0.647 0.192 0.098
0.132 0.086 0.050
-0.094 0.008 -0.015
-0.305 0.053 0.006
0.211 -0.038 -0.061
0.111 -0.023 0.116
-0.050 0.107 -0.048
0.017 0.365 0.397
-0.089 0.092 -0.305
0.167 -0.297 -0.302
-0.105 0.040 0.008
-0.078 -0.071 -0.009
-0.046 0.017 -0.122
0.068 0.094 0.044
0.090 -0.060 -0.054
0.066 -0.067 -0.085
0.022 -0.092 0.042
-0.023 -0.003 0.116
-0.017 0.070 0.051
0.046 0.011 0.066
-0.010 0.083 0.033
-0.149 0.103 0.071
-0.055 -0.103 -0.106
0.017 -0.013 0.094
0.035 -0.204 -0.001
0.097 0.030 0.228
0.058 -0.015 0.168
0.072 -0.002 0.045
0.041 0.006 -0.082
-0.047 -0.011 -0.146
0.169 0.071 0.057
-0.057 -0.023 0.037
0.105 -0.065 0.056
-0.024 0.035 0.184
-0.117 0.086 -0.028

SMILES = CCc1cccc(C)c1NC(=O)COC(=O)[C@H](NS(=O)(=O)c1ccc(Cl)cc1)[C@H](C)O
LUMO = 0.2 eV
Kohn-Sham gap = 9.51 eV

This record from OMol25 describes a molecular structure, C21H25ClN6O3 in a non-equilibrium geometry. The level of theory is ωB97M-V/def2-TZVPD.

Last column: natural (NBO) charge in e.
Positions of all 56 atoms, in Å:
C -0.62919 -0.59869 -2.84018  -0.6468
C 0.35608 -0.57686 -1.73317  0.1718
N 1.36116 -1.33831 -1.67982  -0.2990
N 1.87454 -1.26657 -0.52081  -0.2901
C 1.28113 -0.40624 0.05828  0.3201
C 0.13938 0.14799 -0.50951  -0.0316
N -0.72777 1.14587 0.06201  -0.6229
C -1.61217 2.01750 -0.84874  0.7345
O -1.96244 1.91794 -1.99016  -0.5784
C -2.24919 2.96824 0.16813  -0.5048
H -2.01784 4.20300 -0.12784  0.2261
H -2.12592 2.97564 1.12390  0.2071
C -3.77997 2.71721 -0.12570  -0.3858
H -4.27546 3.91896 0.29930  0.1863
H -4.00310 2.69482 -1.19867  0.2523
C -4.46285 1.74448 0.97529  -0.2022
N -3.56546 0.41285 0.87978  -0.0886
C -3.52913 -0.41004 -0.04958  0.1373
C -2.47789 -1.19098 0.30662  -0.0143
C -2.23486 -0.77306 1.77315  0.1891
N -2.87797 0.30430 1.80575  -0.2982
C -1.39963 -1.34522 2.78701  -0.6240
H -0.33423 -1.54569 2.21212  0.2192
H -1.75536 -2.33782 3.15069  0.2552
H -1.14558 -0.60485 3.23719  0.2013
N -2.03912 -2.44598 -0.25455  0.4998
O -1.28546 -3.32117 0.35100  -0.4224
O -2.53687 -2.60206 -1.37059  -0.3925
C -4.27675 -0.32345 -1.31368  -0.6467
H -5.17589 0.05155 -1.22763  0.2048
H -4.21008 -1.15945 -1.93671  0.2692
H -3.68612 0.36329 -2.21588  0.2486
H -4.38138 2.12702 1.91759  0.2259
H -5.43391 1.42272 0.50386  0.2212
H -0.50643 1.42705 0.87210  0.3780
C 1.82838 0.42617 1.56136  -0.6922
H 2.68488 0.87252 1.21220  0.2248
H 1.03346 0.80083 2.34577  0.2375
H 2.07735 -0.58388 2.14425  0.2112
C 2.85344 -1.89392 -0.05174  -0.1748
C 4.30224 -1.26148 0.06482  0.0581
C 4.97696 -1.21684 1.19974  -0.2352
C 6.16055 -0.55239 1.03047  -0.2815
C 6.45319 0.24802 0.00204  0.1033
C 5.51557 0.56966 -1.16003  -0.2011
C 4.64302 -0.34551 -1.13072  -0.1969
H 3.87838 -0.30711 -1.90139  0.2162
H 5.95505 1.06261 -1.84375  0.2173
Cl 7.95015 1.46594 -0.08080  -0.1209
H 6.82187 -0.52843 1.87116  0.2304
H 4.95027 -1.94044 1.71311  0.1898
H 2.82788 -2.48231 0.75982  0.2090
H 3.24019 -2.72133 -1.02807  0.2265
H -1.06240 0.28774 -3.00440  0.2316
H -1.35491 -1.40308 -2.66878  0.2336
H -0.04976 -0.81077 -3.57561  0.2133

Atomic forces in eV per Å
-0.841 -2.282 4.175
-5.516 3.141 0.150
0.709 -4.201 -5.800
-0.866 -0.176 -3.508
-6.372 12.850 12.762
2.579 -1.460 -0.367
-2.436 -2.674 -12.940
2.061 -0.980 5.250
1.094 -0.188 0.540
-2.654 3.897 -8.566
-0.505 -3.684 0.390
1.606 -0.933 5.814
-1.726 5.099 4.114
0.970 -3.550 -1.522
-0.158 -0.618 0.645
1.349 -2.735 -7.800
-10.968 10.145 -4.559
0.708 -3.404 -6.340
2.095 -3.488 4.998
1.113 -3.872 -5.889
5.884 0.668 12.819
1.214 -9.016 -7.397
-2.455 -0.159 1.219
0.387 1.236 0.346
2.601 8.053 7.514
0.182 -1.382 0.428
-2.471 3.437 -1.849
1.038 -1.131 0.556
5.874 1.347 -3.190
-4.737 1.774 0.408
-0.473 -1.939 -0.014
-1.357 -1.107 2.981
-0.071 0.541 2.414
0.571 0.685 1.366
1.834 3.037 7.395
-3.440 -6.931 0.616
1.765 1.794 0.088
1.515 0.141 -2.389
0.313 2.230 -0.872
12.777 -6.899 -3.747
-4.030 3.358 -4.242
1.092 6.992 -8.338
3.099 2.118 1.594
0.288 3.979 -2.371
4.842 -3.052 8.146
-6.793 -4.214 1.230
-0.109 -0.653 -0.214
2.013 4.068 -5.148
-1.698 -1.968 0.571
0.722 -0.148 0.237
-1.111 -9.232 8.568
-1.390 -2.066 3.079
-1.714 1.880 2.831
-1.677 3.077 -0.379
0.161 0.329 -0.202
3.115 -1.735 -5.604

LUMO = -0.1 eV
Kohn-Sham gap = 8.02 eV

This record from OMol25 describes a molecular structure, C21H25IrN4O5 in a non-equilibrium geometry. The level of theory is ωB97M-V/def2-TZVPD.

Last column: Mulliken spin population.
Positions of all 56 atoms, in Å:
Ir -0.20531 -0.20792 0.10967  0.5312
C -1.59601 -0.06162 2.84451  0.0074
N -1.54930 -0.93280 1.64124  0.0029
C -2.98744 -1.05792 1.17179  -0.0170
C -3.17659 -1.17034 -0.33119  0.0279
C -3.04274 0.17752 -1.02398  -0.0136
N -1.81459 0.86337 -0.57644  0.0384
C -1.66613 2.09977 -0.88385  -0.0267
C -0.61614 2.95381 -0.39293  0.0503
C -0.55326 4.27193 -0.86138  -0.0438
C 0.31932 5.18008 -0.30617  0.0749
C 1.12567 4.78873 0.76757  -0.0326
C 1.07693 3.50571 1.26137  0.0573
C 0.22597 2.55882 0.67450  0.0242
O 0.19956 1.34102 1.20179  0.1707
C -1.05391 -2.29077 2.02592  0.0069
C 0.29730 -2.33950 2.75577  0.0007
C 1.37368 -1.32557 2.35767  -0.0061
N 1.44084 -1.09769 0.92329  0.0027
C 2.44408 -1.50161 0.22999  -0.0119
C 2.65120 -1.24277 -1.16668  0.0120
C 3.61505 -1.99315 -1.85846  -0.0105
C 3.85074 -1.76954 -3.19315  0.0151
C 3.13455 -0.76530 -3.85153  -0.0046
C 2.19992 0.00386 -3.19180  0.0115
C 1.93858 -0.21988 -1.83707  0.0208
O 1.08030 0.56722 -1.20141  0.0588
H -2.27099 -0.51077 3.57697  -0.0015
H -1.96639 0.91983 2.56155  -0.0009
H -0.61603 0.05996 3.28601  0.0014
H -3.51172 -0.17250 1.53299  0.0009
H -3.42417 -1.91618 1.68279  -0.0023
H -4.17253 -1.56624 -0.53291  -0.0011
H -2.47504 -1.89462 -0.73334  -0.0080
H -3.88953 0.81092 -0.74645  -0.0020
H -3.02649 0.06561 -2.10548  0.0034
H -2.43686 2.56776 -1.49647  0.0021
H -1.20801 4.56671 -1.67239  -0.0006
H 0.37284 6.19039 -0.68558  0.0024
H 1.79832 5.50557 1.21979  -0.0004
H 1.69821 3.19640 2.09051  0.0010
H -1.00141 -2.86981 1.10722  -0.0013
H -1.80609 -2.76003 2.66538  -0.0007
H 0.67916 -3.34827 2.58921  -0.0004
H 0.15292 -2.24116 3.83314  -0.0007
H 2.34586 -1.64885 2.73440  -0.0010
H 1.17976 -0.34950 2.80128  0.0036
H 3.21252 -2.06977 0.75390  -0.0004
H 4.16640 -2.75872 -1.32541  -0.0003
H 4.57978 -2.36055 -3.72839  0.0007
H 3.31547 -0.58658 -4.90366  0.0001
H 1.64803 0.78204 -3.70043  -0.0001
O -0.95000 -0.92682 -2.49881  0.0044
N -0.52453 -1.99245 -2.10437  -0.0043
O -0.35610 -3.00013 -2.72383  0.0096
O -0.22568 -2.02768 -0.76667  0.0496

Atomic forces in eV per Å
0.788 0.206 2.298
-0.071 -0.035 0.014
-0.014 -0.244 -0.083
0.066 0.095 -0.013
0.053 -0.029 0.006
-0.139 0.056 0.312
0.257 -0.300 -0.991
-0.038 0.077 0.198
0.070 -0.101 0.023
0.034 0.037 -0.017
-0.005 -0.045 -0.013
0.030 0.056 -0.018
-0.066 -0.079 -0.051
0.001 0.170 0.061
-0.084 0.189 -0.298
0.017 -0.039 0.010
-0.009 0.071 -0.020
0.029 -0.004 -0.032
-0.151 -0.232 -0.048
0.082 0.178 0.054
-0.103 -0.038 -0.050
0.003 0.020 0.004
0.000 -0.008 0.008
0.009 -0.004 -0.033
0.049 0.026 0.047
0.253 -0.038 0.227
-0.620 -0.201 -0.467
-0.003 0.006 0.002
0.000 0.000 0.000
0.006 -0.016 -0.003
-0.014 0.003 -0.022
0.015 -0.012 0.005
-0.028 0.043 0.048
-0.088 -0.044 -0.034
-0.025 -0.021 -0.035
0.046 -0.018 -0.004
-0.036 0.058 0.087
-0.005 0.023 0.011
-0.013 0.002 0.001
0.006 -0.001 -0.011
-0.005 -0.017 0.003
-0.023 -0.010 0.006
0.021 0.030 0.051
0.031 0.003 0.028
-0.038 0.010 -0.006
-0.015 -0.082 -0.034
0.046 -0.014 0.049
0.028 0.019 -0.019
-0.006 -0.008 -0.003
0.003 0.004 -0.001
-0.003 -0.004 0.001
-0.008 0.005 0.012
-0.034 -0.298 -0.753
0.043 0.073 0.337
0.029 0.031 0.123
-0.368 0.453 -0.967

charge = +1
ΔE to the lowest compared entry with this formula, charge and spin = 0.3054 eV
2S+1 = 2
⟨S²⟩ = 0.761
LUMO (alpha / beta) = -3.3 / -5.6 eV
Kohn-Sham gap (alpha / beta) = 7.82 / 5.29 eV

This record from OMol25 describes a molecular structure, C21H25MnN2O5 in a non-equilibrium geometry. The level of theory is ωB97M-V/def2-TZVPD.

Last column: Mulliken spin population.
Positions of all 54 atoms, in Å:
Mn -0.03556 -2.22917 0.02040  2.9291
C 3.09728 -1.92899 0.63369  -0.0075
O 1.93350 -2.68957 0.68448  -0.0019
C 2.15445 -4.06112 1.06692  0.0087
C 0.77962 -4.62153 1.37968  0.0044
O -0.02559 -4.25377 0.29354  -0.0156
C -1.36301 -4.72673 0.33272  0.0155
C -1.93113 -4.41774 -0.99509  -0.0053
O -1.56271 -3.02872 -1.31319  0.0211
C -2.22694 -2.37768 -2.36246  0.0045
H 3.91372 -2.53182 0.17261  -0.0022
H 2.85094 -1.08775 0.04677  0.0031
H 3.41457 -1.65367 1.68895  0.0015
H 2.64082 -4.62528 0.25750  -0.0008
H 2.75730 -4.08335 2.01586  -0.0003
H 0.74137 -5.68559 1.59335  0.0019
H 0.43718 -4.08446 2.28599  0.0038
H -1.42278 -5.75712 0.58815  0.0048
H -1.91784 -4.11616 1.09185  0.0041
H -1.63940 -5.12717 -1.81776  -0.0023
H -3.02063 -4.48893 -0.93698  0.0010
H -2.34858 -3.08846 -3.19819  0.0008
H -3.27013 -2.13528 -2.10124  0.0000
H -1.64140 -1.56547 -2.63376  -0.0033
O -0.61343 -0.26852 3.22147  0.0092
C -0.55435 0.22305 2.15416  -0.0216
N -0.32900 1.58619 1.87222  0.0159
C -0.23213 1.93491 0.44102  0.1012
C -0.31854 0.45907 -0.11424  -0.0778
O -0.27811 0.09660 -1.31939  0.0267
N -0.44557 -0.44992 0.95314  0.0934
C 1.07425 2.57647 0.08980  0.0175
C 1.15080 3.56711 -0.91686  0.0397
C 2.38480 4.09516 -1.30181  -0.0017
C 3.53174 3.76461 -0.59295  0.0140
C 3.47503 2.88337 0.45063  0.0217
C 2.29194 2.25986 0.88632  -0.0168
C -1.34928 2.82660 0.04778  0.0668
C -2.20760 2.48202 -0.86347  0.0532
C -3.24201 3.30909 -1.46273  0.2238
C -3.19097 4.63647 -0.96274  0.1930
C -2.36880 4.97295 0.04161  0.0122
C -1.47946 4.12155 0.60986  0.2535
H -0.04229 2.26487 2.51947  -0.0035
H 0.29253 3.81372 -1.59880  0.0014
H 2.23688 4.83868 -2.03096  0.0003
H 4.52418 4.20533 -0.82695  0.0004
H 4.31821 2.51468 1.04474  0.0002
H 2.22499 1.55473 1.72890  -0.0015
H -2.16612 1.53145 -1.37182  0.0194
H -3.97115 2.95343 -2.20576  -0.0116
H -3.95816 5.38803 -1.23227  0.0022
H -2.25671 5.95444 0.47931  0.0066
H -0.81670 4.26949 1.46656  -0.0025

Atomic forces in eV per Å
0.000 -0.503 -0.069
2.080 -0.364 1.443
-1.679 -1.055 -0.163
0.096 -0.551 1.000
0.810 0.913 1.527
-0.072 -0.091 -0.738
-0.754 1.670 0.743
-0.951 0.149 -1.889
1.074 -0.874 1.886
-2.279 -2.133 -0.842
-0.487 0.593 0.157
0.162 1.157 -0.551
-0.321 -0.128 -1.252
0.043 0.380 0.180
-0.318 -0.024 -1.003
0.203 -0.168 -0.284
-0.155 -0.301 -0.209
0.054 -0.934 0.127
0.370 -0.613 -0.276
0.226 0.897 0.678
-0.012 0.126 0.024
0.399 0.343 0.050
0.458 0.333 0.267
0.803 1.584 -0.524
-0.546 -0.692 1.854
1.820 1.526 -1.353
-0.960 -0.184 -1.489
0.364 -2.038 1.300
-0.446 -1.387 -0.298
0.238 0.452 2.565
-0.107 1.029 -3.362
2.422 0.464 1.368
-0.302 -1.382 -0.502
-0.807 -0.296 1.615
1.040 1.203 -1.196
-0.813 -2.426 2.336
-2.282 1.209 -2.638
1.107 0.124 1.242
-3.911 -1.903 -4.732
1.678 0.059 1.726
-2.770 0.976 -0.947
0.970 2.496 1.357
1.914 -2.152 0.801
0.234 0.458 1.356
0.714 -0.335 1.025
0.984 0.805 -1.044
-0.934 -0.271 -0.040
0.269 0.811 -0.577
0.232 0.460 -0.540
0.371 -0.387 0.308
0.566 0.197 0.420
0.651 -0.546 -0.282
-0.952 0.446 -0.363
-0.492 0.876 -0.195

charge = +2
ΔE to the lowest compared entry with this formula, charge and spin = 2.4631 eV
2S+1 = 5
⟨S²⟩ = 6.320
LUMO (alpha / beta) = -6.2 / -10.2 eV
Kohn-Sham gap (alpha / beta) = 8.25 / 4.24 eV

Results for calculated total energy: -2234.61065, -1828.90056, -1514.47031, -2451.23393 (in hartree, following the order of the records).